Record 1
Entry from the Open Molecules 2025 dataset: 24 unconnected molecules or ions with the total composition C48H144O24 in a non-equilibrium geometry (ωB97M-V/def2-TZVPD).

Properties
Calculated total energy in hartree: -3720.693244
Charge: 0
Energy relative to the best compared isomer or geometry (same formula, charge and spin) in eV: 2.453
Gap between HOMO and LUMO in eV: 9.05

Geometry as XYZ:
```
216
C48H144O24 (ωB97M-V/def2-TZVPD)
C 3.806 -6.479 0.348
C 3.479 -5.973 1.820
O 4.521 -5.129 2.351
H 3.684 -5.767 -0.473
H 3.212 -7.391 0.024
H 4.851 -6.669 0.369
H 3.447 -6.837 2.425
H 2.547 -5.456 1.804
H 4.615 -4.433 1.719
C 4.252 7.163 2.174
C 3.194 6.098 2.129
O 3.425 5.305 0.930
H 4.521 7.686 1.221
H 5.130 6.706 2.622
H 3.915 7.974 2.804
H 2.215 6.541 1.971
H 3.108 5.541 3.063
H 4.177 4.708 1.103
C 7.560 -1.225 -5.028
C 6.287 -0.410 -4.992
O 6.481 0.636 -4.094
H 7.502 -1.845 -5.915
H 7.835 -1.722 -4.157
H 8.356 -0.491 -5.302
H 5.419 -1.047 -4.759
H 5.971 -0.070 -5.992
H 5.626 1.020 -3.851
C -6.589 3.479 -0.826
C -5.972 2.194 -0.324
O -6.372 1.082 -1.148
H -6.458 3.617 -1.873
H -6.223 4.315 -0.187
H -7.657 3.459 -0.616
H -6.267 1.962 0.687
H -4.866 2.207 -0.325
H -5.611 0.459 -1.186
C 3.984 -1.267 -0.978
C 3.760 -2.743 -0.572
O 2.446 -3.000 -0.322
H 3.346 -1.059 -1.884
H 5.024 -0.912 -1.100
H 3.624 -0.634 -0.114
H 4.479 -2.949 0.259
H 4.041 -3.446 -1.359
H 2.139 -2.503 0.485
C 4.508 -2.640 4.309
C 4.204 -3.871 5.089
O 2.776 -4.100 5.233
H 5.557 -2.434 4.184
H 4.102 -1.656 4.687
H 4.160 -2.675 3.277
H 4.782 -4.011 6.040
H 4.619 -4.693 4.477
H 2.648 -5.075 5.198
C -1.560 3.451 -0.368
C -0.277 2.815 -0.047
O 0.572 2.816 -1.213
H -2.163 2.951 -1.181
H -1.427 4.482 -0.647
H -2.198 3.460 0.518
H -0.387 1.782 0.178
H 0.252 3.330 0.706
H 0.944 3.725 -1.261
C -6.069 -3.336 0.378
C -5.574 -4.086 1.631
O -4.195 -3.945 1.988
H -7.138 -3.398 0.281
H -5.635 -3.679 -0.567
H -5.822 -2.270 0.459
H -5.862 -5.123 1.483
H -6.259 -3.824 2.464
H -4.129 -3.858 2.995
C -0.290 -6.221 2.296
C -0.147 -4.772 2.602
O -0.923 -4.534 3.805
H -1.319 -6.451 2.065
H -0.010 -6.705 3.201
H 0.248 -6.621 1.467
H -0.475 -4.116 1.842
H 0.860 -4.447 2.812
H -0.439 -3.782 4.214
C -5.994 -0.627 3.215
C -6.410 -0.957 4.635
O -5.247 -1.106 5.433
H -5.456 -1.451 2.795
H -5.425 0.284 3.086
H -6.866 -0.518 2.501
H -7.015 -1.838 4.611
H -7.010 -0.169 5.025
H -4.792 -1.857 5.152
C 1.700 7.822 -1.192
C 1.513 6.555 -1.939
O 1.678 5.355 -1.237
H 2.723 7.754 -0.776
H 1.010 8.034 -0.357
H 1.649 8.718 -1.821
H 2.143 6.581 -2.797
H 0.480 6.471 -2.288
H 2.440 5.472 -0.610
C 1.218 -2.701 -5.081
C 1.867 -3.130 -3.768
O 1.017 -2.568 -2.669
H 1.419 -1.575 -4.996
H 0.118 -2.863 -5.216
H 1.670 -3.094 -5.980
H 2.844 -2.719 -3.620
H 1.837 -4.182 -3.547
H 1.457 -2.662 -1.845
C 4.800 2.677 -1.779
C 3.428 2.402 -2.223
O 3.549 1.536 -3.432
H 5.269 1.697 -1.447
H 4.879 3.514 -1.050
H 5.378 3.015 -2.654
H 2.909 3.316 -2.515
H 2.836 1.897 -1.471
H 2.714 1.641 -3.964
C -0.705 -5.542 -2.139
C -1.596 -4.341 -1.747
O -1.688 -3.534 -2.991
H -0.740 -6.286 -1.343
H 0.327 -5.138 -2.321
H -1.073 -5.928 -3.090
H -1.242 -3.783 -0.915
H -2.646 -4.570 -1.547
H -0.912 -2.971 -3.015
C 0.466 6.156 6.261
C 1.481 6.247 5.168
O 1.472 5.004 4.380
H 0.561 7.089 6.794
H 0.736 5.382 6.985
H -0.606 5.990 5.969
H 2.489 6.447 5.522
H 1.290 7.115 4.485
H 1.394 4.314 5.068
C 2.946 2.036 2.134
C 4.419 1.988 1.897
O 4.995 3.320 1.849
H 2.620 0.985 2.178
H 2.471 2.526 1.328
H 2.748 2.541 3.059
H 4.567 1.496 0.972
H 4.972 1.506 2.698
H 5.914 3.296 2.147
C -5.311 -3.536 -4.889
C -4.501 -2.347 -4.431
O -4.148 -2.438 -3.085
H -6.135 -3.843 -4.187
H -4.581 -4.331 -4.944
H -5.829 -3.418 -5.857
H -5.079 -1.371 -4.660
H -3.568 -2.300 -5.003
H -3.282 -2.796 -3.027
C -3.849 -6.275 4.630
C -4.095 -5.023 5.541
O -3.877 -3.843 4.728
H -4.436 -6.090 3.751
H -4.063 -7.171 5.257
H -2.772 -6.322 4.394
H -3.448 -5.125 6.446
H -5.166 -4.909 5.797
H -2.943 -3.778 4.485
C -0.281 -0.268 4.893
C 0.626 -1.386 5.415
O 0.939 -2.345 4.409
H -1.259 -0.591 4.568
H 0.077 0.408 4.089
H -0.434 0.392 5.760
H 0.018 -1.904 6.202
H 1.547 -0.959 5.774
H 1.616 -2.984 4.800
C -1.713 0.411 -4.667
C -1.001 0.780 -3.393
O -0.287 2.012 -3.600
H -1.180 0.665 -5.551
H -2.671 0.812 -4.717
H -1.862 -0.670 -4.652
H -0.282 -0.058 -3.173
H -1.631 0.893 -2.495
H 0.134 2.146 -2.679
C -3.293 6.088 -4.319
C -2.993 4.702 -3.788
O -1.565 4.584 -3.678
H -4.415 6.110 -4.468
H -2.748 6.195 -5.286
H -2.949 6.913 -3.708
H -3.400 3.936 -4.430
H -3.444 4.544 -2.819
H -1.303 3.673 -3.619
C -3.462 -0.249 0.769
C -3.379 -1.072 -0.474
O -4.226 -0.491 -1.491
H -3.239 0.804 0.481
H -2.754 -0.569 1.521
H -4.429 -0.324 1.289
H -3.595 -2.132 -0.383
H -2.337 -1.068 -0.923
H -4.292 -1.085 -2.239
C 1.610 4.463 -4.813
C 1.161 4.789 -6.248
O -0.138 5.203 -6.213
H 0.853 3.832 -4.291
H 1.647 5.440 -4.288
H 2.601 4.017 -4.800
H 1.286 3.874 -6.876
H 1.775 5.610 -6.629
H -0.567 4.930 -5.355
C 0.198 -0.517 -0.152
C 0.337 -0.676 1.337
O 1.490 -1.337 1.831
H 0.983 0.053 -0.608
H -0.744 0.067 -0.200
H 0.089 -1.463 -0.644
H -0.565 -1.155 1.727
H 0.411 0.380 1.737
H 1.229 -1.758 2.628
```

Atomic partial charges in e from the Löwdin method, atoms 1 to 5: atom 1 (C): -0.05, atom 2 (C): -0.24, atom 3 (O): -0.09, atom 4 (H): 0.05, atom 5 (H): 0.09

Record 2
Entry from the Open Molecules 2025 dataset: a molecular structure, C48H34BBr2CrF5N10O3S3 in a non-equilibrium geometry (ωB97M-V/def2-TZVPD).

Properties
Calculated total energy in hartree: -10534.301583
Charge: -2
Spin multiplicity: 5
Energy relative to the best compared isomer or geometry (same formula, charge and spin) in eV: 2.180
Gap between HOMO and LUMO (spin up / spin down) in eV: 3.22 / 4.33

Geometry as XYZ:
```
107
C48H34BBr2CrF5N10O3S3 (ωB97M-V/def2-TZVPD)
Cr 0.395 -0.221 -0.245
C -0.713 5.577 -0.801
N -0.097 4.630 -1.678
C -0.308 4.534 -3.033
C 0.507 3.561 -3.489
N 1.205 3.030 -2.440
B 2.047 1.751 -2.562
N 3.434 2.016 -1.968
C 4.342 2.923 -2.437
C 5.396 2.958 -1.590
N 5.128 2.064 -0.583
C 5.864 1.847 0.624
C 3.918 1.496 -0.831
S 3.267 0.305 0.151
C 0.842 3.700 -1.325
S 1.484 3.587 0.206
H -0.889 6.508 -1.341
H -0.036 5.752 0.037
H -1.668 5.216 -0.408
H -1.017 5.157 -3.540
H 0.682 3.216 -4.485
H 2.154 1.478 -3.721
H 1.530 0.852 -1.903
H 4.162 3.470 -3.340
H 6.311 3.511 -1.623
H 6.655 2.591 0.711
H 6.291 0.842 0.646
H 5.174 1.937 1.465
Br -4.234 -3.846 -6.016
C -4.895 -2.840 -4.533
C -4.300 -1.632 -4.212
C -4.810 -0.888 -3.177
C -5.927 -1.336 -2.432
C -6.505 -2.570 -2.802
C -5.993 -3.318 -3.834
N -6.555 -0.627 -1.457
N -6.036 0.380 -0.857
C -4.723 0.591 -0.639
C -4.247 1.913 -0.658
C -2.902 2.214 -0.617
C -1.944 1.196 -0.488
O -0.658 1.344 -0.498
C -2.419 -0.122 -0.247
N -1.453 -1.019 0.053
C -1.808 -2.270 0.279
C -3.134 -2.692 0.223
C -4.132 -1.788 -0.070
C -3.788 -0.457 -0.327
H -3.431 -1.285 -4.752
H -4.354 0.061 -2.944
H -7.355 -2.927 -2.241
H -6.424 -4.272 -4.100
H -4.963 2.706 -0.810
H -2.565 3.235 -0.711
H -1.020 -2.963 0.526
H -3.376 -3.724 0.411
H -5.167 -2.098 -0.088
N 1.174 -0.290 6.791
C 0.888 0.032 8.083
C 1.175 -0.593 9.279
C 0.707 0.009 10.437
C 0.000 1.207 10.385
C -0.292 1.838 9.190
C 0.131 1.234 8.007
N -0.062 1.578 6.705
C 0.554 0.654 5.985
C 0.583 0.538 4.563
C 1.528 -0.264 3.889
C 1.472 -0.400 2.528
N 0.522 0.150 1.757
C -0.376 0.933 2.388
C -0.365 1.174 3.737
H 1.628 -1.126 6.467
H 1.726 -1.521 9.306
H 0.888 -0.462 11.394
H -0.338 1.651 11.314
H -0.839 2.767 9.167
H 2.320 -0.771 4.423
H 2.233 -0.979 2.029
H -1.133 1.400 1.775
H -1.099 1.822 4.187
F 1.168 1.344 -7.646
C 0.805 0.769 -6.475
C 1.509 -0.322 -5.973
F 2.578 -0.788 -6.656
C 1.109 -0.920 -4.795
F 1.808 -1.973 -4.341
C 0.009 -0.460 -4.047
S -0.522 -1.277 -2.644
C -0.655 0.667 -4.566
F -1.686 1.190 -3.883
C -0.279 1.264 -5.755
F -0.949 2.336 -6.238
Br 2.661 -4.910 2.696
C 2.681 -5.098 0.813
C 3.208 -6.269 0.297
C 3.289 -6.431 -1.074
C 2.878 -5.412 -1.921
C 2.337 -4.254 -1.396
C 2.213 -4.090 -0.019
C 1.450 -2.908 0.521
O 0.908 -2.999 1.628
O 1.352 -1.910 -0.248
H 3.536 -7.046 0.971
H 3.669 -7.359 -1.480
H 2.966 -5.518 -2.992
H 1.986 -3.463 -2.043
```

Atomic partial charges in e from the Löwdin method, atoms 1 to 5: atom 1 (Cr): 0.75, atom 2 (C): -0.07, atom 3 (N): -0.13, atom 4 (C): -0.06, atom 5 (C): -0.07

Record 3
Entry from the Open Molecules 2025 dataset: a molecular structure, C48H34BBr3KN9O2 (ωB97M-V/def2-TZVPD).

Properties
Calculated total energy in hartree: -10839.974169
Charge: -2
Energy relative to the best compared isomer or geometry (same formula, charge and spin) in eV: 0.000
Gap between HOMO and LUMO in eV: 4.57

Geometry as XYZ:
```
98
C48H34BBr3KN9O2 (ωB97M-V/def2-TZVPD)
K -0.377 0.291 -0.687
C 5.161 -3.557 -2.270
C 5.534 -3.436 -0.915
C 4.669 -2.912 0.023
C 3.397 -2.501 -0.397
C 2.272 -1.909 0.272
N 2.237 -1.684 1.597
C 1.349 -1.010 2.269
C 1.211 -1.030 3.727
C 1.919 -1.672 4.738
C 1.497 -1.500 6.047
C 0.377 -0.708 6.348
C -0.337 -0.074 5.342
C 0.083 -0.237 4.025
C -0.395 0.280 2.737
N -2.169 1.261 1.117
C -3.024 0.580 0.503
N -3.008 0.568 -0.940
C -3.617 -0.495 -1.347
N -3.586 -0.986 -2.628
C -2.416 -1.347 -3.088
N -1.247 -1.394 -2.417
C -0.273 -1.909 -3.238
N 0.969 -2.203 -3.032
C 1.667 -2.130 -1.829
N 1.261 -1.710 -0.642
C 3.026 -2.622 -1.752
C 3.909 -3.154 -2.693
C -0.871 -2.164 -4.583
C -0.342 -2.644 -5.766
C -1.196 -2.771 -6.858
C -2.546 -2.431 -6.759
C -3.073 -1.954 -5.561
C -2.214 -1.825 -4.486
C -4.331 -1.180 -0.237
C -5.152 -2.291 -0.221
C -5.638 -2.716 1.012
C -5.281 -2.053 2.182
C -4.433 -0.947 2.160
C -3.973 -0.515 0.929
N 0.346 -0.172 1.766
H 5.866 -3.970 -2.984
H 6.523 -3.762 -0.609
H 4.957 -2.816 1.063
H 2.778 -2.286 4.494
H 2.038 -1.986 6.852
H 0.067 -0.595 7.381
H -1.205 0.530 5.574
H 3.606 -3.244 -3.730
H 0.706 -2.909 -5.826
H -0.811 -3.142 -7.801
H -3.192 -2.543 -7.623
H -4.120 -1.693 -5.465
H -5.397 -2.810 -1.139
H -6.290 -3.580 1.065
H -5.659 -2.413 3.132
H -4.125 -0.441 3.064
Br 2.723 1.528 -1.558
C 2.107 3.287 -1.062
Br 1.021 3.276 0.521
H 1.484 3.640 -1.872
H 2.977 3.903 -0.876
Br -4.493 4.146 -1.722
C -3.039 3.243 -2.528
C -3.239 2.453 -3.642
C -2.147 1.778 -4.159
C -0.915 1.938 -3.541
N -0.730 2.699 -2.467
C -1.784 3.330 -1.953
H -4.225 2.335 -4.070
H -2.257 1.110 -5.003
H -0.049 1.402 -3.918
H -1.626 3.894 -1.041
C -5.914 3.926 6.771
C -4.446 4.099 7.188
C -4.130 3.112 8.322
C -4.277 5.516 7.736
C -3.532 3.819 5.995
C -2.648 4.757 5.489
C -1.806 4.476 4.396
C -1.867 3.231 3.816
O -1.170 2.753 2.787
B -1.636 1.315 2.528
O -2.670 1.121 3.639
C -2.765 2.269 4.319
C -3.585 2.546 5.386
H -6.580 4.111 7.620
H -6.105 2.919 6.401
H -6.165 4.627 5.971
H -4.782 3.293 9.183
H -3.091 3.221 8.641
H -4.271 2.080 7.999
H -4.952 5.662 8.584
H -4.515 6.265 6.979
H -3.256 5.689 8.081
H -2.585 5.740 5.936
H -1.120 5.224 4.019
H -4.256 1.772 5.741
```

Atomic partial charges in e from the Löwdin method, atoms 1 to 5: atom 1 (K): 0.60, atom 2 (C): -0.14, atom 3 (C): -0.13, atom 4 (C): -0.05, atom 5 (C): -0.13